(1)
Formula: C4H7N3
Source: the OMol25 dataset
Level of theory: ωB97M-V/def2-TZVPD

Last column: natural (NBO) charge in e.
CARTESIAN COORDINATES (ANGSTROEM)
H 2.4806 -1.6343 -0.4691  0.267
N 3.1082 -1.3966 0.3298  -0.350
N 3.2469 -0.1605 0.3848  -0.123
C 2.5123 0.6049 -0.5242  -0.085
C 1.2781 0.6340 -0.3078  0.224
N 0.0733 0.7876 0.1379  -0.571
C -0.9387 -0.2710 0.1863  -0.209
C -2.2795 0.2942 -0.2384  -0.616
H -0.0616 1.5600 0.7773  0.400
H -0.6050 -1.0867 -0.4618  0.215
H -0.9743 -0.6658 1.2107  0.199
H -2.2367 0.6106 -1.2845  0.219
H -2.5280 1.1676 0.3758  0.206
H -3.0756 -0.4440 -0.1168  0.223

Force components x, y, z for each atom (eV/Å):
H 0.14 -0.11 0.19
N 0.37 0.18 -0.08
N 0.23 -0.42 -0.16
C -0.53 -0.19 0.01
C 0.01 0.17 0.26
N 0.26 0.21 0.04
C -0.12 -0.10 -0.05
C -0.11 0.00 -0.03
H -0.17 0.05 -0.04
H -0.03 0.21 0.05
H -0.02 0.08 -0.20
H -0.08 -0.04 0.14
H -0.03 -0.14 -0.10
H 0.08 0.08 -0.04

Results
charge: 0
HOMO-LUMO gap: 9.45 eV
multiplicity: 1
energy relative to the best compared isomer or geometry (same formula, charge and spin): 4.434 eV
E_LUMO: 0.6 eV
E_HOMO: -0.3261 Eh
SMILES string: [H]/N=N\C#CNCC

=====

(2)
Formula: C8H5BrFI
Source: the OMol25 dataset
Level of theory: ωB97M-V/def2-TZVPD

Last column: natural (NBO) charge in e.
CARTESIAN COORDINATES (ANGSTROEM)
C 0.0769 -0.6432 -1.0399  -0.232
C -1.1823 -0.3629 -0.1463  -0.315
C 1.4446 -1.3299 -0.6991  -0.192
C 0.7092 0.6781 -0.6069  -0.268
C -1.0406 0.6022 1.7722  -0.294
C -1.4084 -0.5837 1.2925  0.427
C -0.5599 1.0096 0.3429  -0.005
C 1.9871 -0.1196 -0.4710  -0.173
F -1.8845 -1.6479 1.9173  -0.299
Br -1.4053 2.6921 -0.3097  -0.015
I 3.9115 0.3681 -0.0609  0.193
H -0.1161 -0.7231 -2.0218  0.215
H -2.1557 -0.1540 -0.6128  0.238
H 1.5541 -2.4005 -0.8314  0.236
H 0.9809 1.5798 -1.3371  0.242
H -0.9115 1.0348 2.8121  0.241

Force components x, y, z for each atom (eV/Å):
C 0.79 0.05 2.93
C -0.67 1.21 -0.49
C -2.60 0.81 -0.24
C 1.61 2.67 -1.59
C 1.99 0.65 0.44
C 0.45 -0.06 0.83
C -0.71 -0.27 0.40
C -0.66 -1.48 1.47
F -0.06 -0.23 -0.10
Br 0.30 -0.70 0.28
I 0.73 0.37 0.18
H -1.07 -0.38 -3.48
H 0.48 -0.59 -0.61
H 1.05 0.30 0.27
H -1.31 -1.84 1.35
H -0.32 -0.50 -1.63

Results
charge: 0
HOMO-LUMO gap: 9.65 eV
multiplicity: 1
E_LUMO: 0.5 eV
E_HOMO: -0.3349 Eh

=====

(3)
Formula: C3H11NO2
Source: the OMol25 dataset
Level of theory: ωB97M-V/def2-TZVPD

Last column: natural (NBO) charge in e.
CARTESIAN COORDINATES (ANGSTROEM)
C -1.1816 -1.7585 -0.2307  -0.394
C -0.2880 -0.7890 -0.3053  -0.190
C -0.6201 0.5735 0.2700  -0.262
N 0.5753 1.3935 0.4626  -0.857
H -1.1205 -2.7356 -0.6997  0.204
H -2.0681 -1.7023 0.3930  0.195
H 0.6433 -0.8082 -0.8574  0.195
H -1.3609 1.0367 -0.3797  0.194
H -1.0841 0.4703 1.2516  0.193
H 0.3072 2.3391 0.7025  0.372
H 1.2051 1.4256 -0.3276  0.361
O 1.5582 -0.0532 2.9525  -0.958
H 0.6916 -0.4491 3.0908  0.457
H 1.4328 0.4590 2.1490  0.487
O -0.3540 0.3603 -3.1657  -0.937
H -0.6746 -0.4312 -2.7258  0.477
H 0.5777 0.4331 -2.9404  0.463

Force components x, y, z for each atom (eV/Å):
C -0.04 -1.09 0.07
C -0.66 0.92 0.34
C 0.42 -0.14 0.08
N 0.09 0.00 0.42
H 0.51 0.14 -0.12
H -0.02 0.52 -0.07
H 0.01 -0.50 -0.09
H -0.04 0.16 -0.20
H -0.12 -0.14 0.01
H 0.17 0.03 -0.06
H -0.24 0.00 -0.19
O -0.12 -0.28 0.36
H 0.11 -0.08 0.12
H -0.02 0.39 -0.52
O -0.04 0.27 -0.20
H 0.03 -0.09 0.10
H -0.03 -0.11 -0.04

Results
charge: 0
HOMO-LUMO gap: 10.49 eV
multiplicity: 1
energy relative to the best compared isomer or geometry (same formula, charge and spin): 0.910 eV
E_LUMO: 0.7 eV
E_HOMO: -0.3592 Eh
SMILES string: C=CCN.O.O